A structure of composition C34H42BCl3N10RuS3Se, computed with wB97M-V/def2-TZVPD.

XYZ file:
```
95
Properties=species:S:1:pos:R:3:lowdin_spin:R:1
Ru -0.250 0.225 0.047 0.727
C 1.976 4.835 -1.199 0.001
C 2.750 3.606 -0.844 0.006
C 4.101 3.584 -0.643 0.001
C 4.786 2.375 -0.343 0.004
N 4.127 1.255 -0.145 0.007
N 2.797 1.295 -0.294 0.011
B 2.042 -0.020 0.000 -0.001
N 2.272 -1.036 -1.150 0.000
N 3.077 -0.640 -2.141 0.000
C 3.427 -1.542 -3.027 0.000
C 2.946 -2.874 -2.927 0.000
C 2.089 -3.258 -1.933 -0.001
C 1.536 -4.640 -1.810 -0.001
C 1.733 -2.239 -1.023 -0.003
S 0.618 -2.412 0.282 -0.043
C 4.359 -1.125 -4.144 0.000
C 5.620 -2.001 -4.058 0.000
C 3.647 -1.365 -5.483 0.000
C 4.750 0.341 -4.018 0.000
N 2.561 -0.573 1.351 0.020
N 3.698 -1.274 1.308 0.011
C 4.153 -1.737 2.452 0.007
C 3.481 -1.457 3.672 0.000
C 2.318 -0.735 3.704 0.009
C 1.554 -0.436 4.954 0.002
C 1.854 -0.328 2.435 0.008
S 0.312 0.464 2.181 0.138
C 5.414 -2.580 2.440 0.001
C 6.508 -1.822 3.208 0.000
C 5.114 -3.905 3.156 0.000
C 5.875 -2.855 1.012 0.000
C 2.110 2.357 -0.661 0.008
S 0.400 2.130 -0.914 0.072
C 6.298 2.359 -0.240 0.000
C 6.709 3.335 0.875 0.000
C 6.886 2.832 -1.578 0.000
C 6.811 0.957 0.073 0.000
H 2.645 5.674 -1.370 0.000
H 1.287 5.098 -0.396 0.000
H 1.386 4.685 -2.104 0.000
H 4.665 4.504 -0.700 0.000
H 3.250 -3.596 -3.673 0.000
H 1.936 -5.286 -2.588 0.000
H 0.449 -4.625 -1.895 0.000
H 1.783 -5.077 -0.841 0.000
H 5.404 -3.055 -4.232 0.000
H 6.108 -1.904 -3.087 0.000
H 6.327 -1.685 -4.823 0.000
H 3.407 -2.416 -5.643 0.000
H 4.301 -1.056 -6.297 0.000
H 2.726 -0.785 -5.556 0.000
H 5.229 0.543 -3.061 0.000
H 3.888 1.002 -4.113 0.000
H 5.454 0.587 -4.812 0.000
H 3.885 -1.849 4.595 0.000
H 2.085 -0.808 5.826 0.000
H 0.568 -0.903 4.929 0.001
H 1.409 0.638 5.077 0.000
H 6.221 -1.621 4.240 0.000
H 6.750 -0.874 2.729 0.000
H 7.413 -2.427 3.232 0.000
H 4.877 -3.772 4.211 0.000
H 5.996 -4.542 3.106 0.000
H 4.290 -4.439 2.682 0.000
H 5.999 -1.941 0.435 0.000
H 5.167 -3.496 0.485 0.000
H 6.833 -3.371 1.048 0.000
H 6.477 4.371 0.632 0.000
H 7.787 3.273 1.019 0.000
H 6.229 3.085 1.821 0.000
H 6.574 3.845 -1.834 0.000
H 6.608 2.171 -2.397 0.000
H 7.972 2.837 -1.503 0.000
H 6.586 0.672 1.101 0.000
H 7.893 0.941 -0.052 0.000
H 6.379 0.204 -0.585 0.000
Se -3.590 1.858 -2.864 0.000
N -4.590 2.615 -1.626 0.000
C -4.004 2.385 -0.461 0.000
C -4.470 2.836 0.809 0.001
C -3.729 2.510 1.900 0.000
C -2.535 1.753 1.763 -0.001
N -2.068 1.303 0.625 -0.006
C -2.795 1.630 -0.517 0.000
N -2.377 1.243 -1.705 -0.002
H -5.376 3.422 0.882 0.000
H -4.024 2.820 2.891 0.000
H -1.972 1.506 2.655 0.000
Cl -3.960 -3.728 0.990 0.000
C -4.128 -2.512 -0.268 0.000
Cl -4.520 -3.214 -1.830 0.000
Cl -5.285 -1.255 0.191 0.000
C -2.814 -1.830 -0.409 0.002
N -1.800 -1.304 -0.517 0.022
```

Output
Multiplicity = 2
LUMO (spin up / spin down) = -10.4456 / -10.4183 eV
Net charge = +3
HOMO energy (spin up / spin down) = -16.5 / -16.6 eV
Orbital gap (spin up / spin down) = 0.2243 / 0.2258 Ha
Calculated total energy = -189494.5910 eV